DFT (ωB97M-V/def2-TZVPD) results for a molecular structure, C22H23Cl2MoN2O4SSb at a distorted geometry.

## Properties
**E**: -2889.05957 Ha
**2S+1**: 1
**E_LUMO (spin up / spin down)**: -7.88 / -7.86 eV
**Charge**: +2
**Orbital gap (spin up / spin down)**: 6.511 / 6.532 eV
**Max |F|**: 1.2 eV/A

Positions of all 56 atoms, in Å:
Mo  0.469  0.360  -0.937
C  -1.338  -4.930  4.848
C  -1.136  -3.597  4.193
C  -0.416  -2.586  4.827
C  -0.232  -1.353  4.225
C  -0.782  -1.140  2.969
C  -1.518  -2.125  2.312
C  -1.684  -3.346  2.930
S  -0.572  0.396  2.193
O  -0.054  1.370  3.100
O  -1.715  0.699  1.364
N  0.630  0.172  1.022
C  1.993  0.504  1.174
C  2.824  0.489  2.268
C  4.159  0.812  2.038
C  4.608  1.113  0.759
C  3.704  1.106  -0.287
N  2.418  0.825  -0.068
H  -0.902  -4.958  5.844
H  -0.882  -5.721  4.251
H  -2.401  -5.159  4.931
H  -0.004  -2.762  5.812
H  0.303  -0.560  4.730
H  -1.971  -1.918  1.351
H  -2.262  -4.119  2.439
H  2.451  0.243  3.251
H  4.855  0.816  2.867
H  5.645  1.353  0.575
H  3.991  1.337  -1.305
Cl  -1.837  -2.430  -7.361
C  -1.088  -1.698  -6.005
C  0.202  -1.177  -6.131
C  0.835  -0.584  -5.053
Cl  2.417  0.059  -5.212
C  0.183  -0.503  -3.825
O  0.784  0.071  -2.771
C  -1.121  -1.022  -3.699
C  -1.826  -0.951  -2.459
O  -1.391  -0.436  -1.406
C  -1.749  -1.624  -4.799
H  0.716  -1.238  -7.081
H  -2.831  -1.379  -2.415
H  -2.748  -2.028  -4.699
C  -2.616  2.891  -1.031
Sb  -0.522  2.885  -0.779
C  0.248  4.008  -2.401
C  -0.072  3.989  0.965
H  -2.961  3.923  -0.984
H  -3.068  2.304  -0.236
H  -2.862  2.473  -2.005
H  -0.268  4.966  -2.437
H  0.081  3.467  -3.330
H  1.314  4.175  -2.261
H  -0.325  5.028  0.759
H  0.988  3.906  1.194
H  -0.664  3.606  1.790

Taken from the natural (NBO) analysis, the atomic charges in e are:
1 Mo 1.351
2 C -0.646
3 C 0.069
4 C -0.209
5 C -0.144
6 C -0.438
7 C -0.105
8 C -0.223
9 S 2.339
10 O -0.901
11 O -0.940
12 N -0.889
13 C 0.366
14 C -0.243
15 C -0.087
16 C -0.246
17 C 0.091
18 N -0.521
19 H 0.233
20 H 0.241
21 H 0.244
22 H 0.238
23 H 0.244
24 H 0.221
25 H 0.232
26 H 0.262
27 H 0.254
28 H 0.260
29 H 0.232
30 Cl 0.107
31 C -0.050
32 C -0.144
33 C -0.098
34 Cl 0.090
35 C 0.378
36 O -0.621
37 C -0.259
38 C 0.454
39 O -0.570
40 C -0.129
41 H 0.272
42 H 0.199
43 H 0.253
44 C -0.962
45 Sb 1.375
46 C -0.970
47 C -0.945
48 H 0.262
49 H 0.273
50 H 0.245
51 H 0.263
52 H 0.251
53 H 0.255
54 H 0.261
55 H 0.254
56 H 0.274